[1]
The following is a quantum chemistry calculation of a single C2H2BrN3 molecule, from the OMol25 dataset.

Geometry as ORCA input:
```
! RIJCOSX wB97M-V def2-TZVPD def2/J DEFGRID3
* xyz 0 1
C -1.66264 -1.37972 2.98607
C -0.23459 -0.39377 1.32937
N -2.11404 -1.83002 3.93061
N -1.15834 -0.78647 1.96977
N 0.14256 -0.05793 0.13369
Br 1.80754 -0.13227 2.48603
H -0.46098 -0.30587 -0.74914
H 0.97176 0.39979 0.10636
*
```

Kohn-Sham gap	9.196	eV
HOMO energy	-9.99	eV
E_tot	-2815.631495	a.u.
lowest unoccupied orbital energy	-0.791	eV
SMILES	N#C/N=C(/N)Br
strongest force on any atom	5.63	eV Å⁻¹
energy relative to the best compared isomer or geometry (same formula, charge and spin)	29.5	kcal/mol



[2]
The following is a quantum chemistry calculation of 2 unconnected molecules or ions with the total composition C5H13NO, from the OMol25 dataset.

Geometry as ORCA input:
```
! RIJCOSX wB97M-V def2-TZVPD def2/J DEFGRID3
* xyz 0 1
C -1.14742 -0.14280 -1.29969
N 1.72101 -0.83680 -1.80730
C 1.24621 -0.32838 -0.57285
C -0.01050 0.06801 -0.35097
C -0.31706 0.83874 0.90513
C 2.29632 -0.35690 0.49982
H -1.09620 -1.05332 -1.89639
H -1.27773 0.77991 -1.88306
H -2.04494 -0.39197 -0.72316
H 0.91724 -0.89530 -2.42602
H 2.18284 -1.73474 -1.85903
H -1.25943 1.36252 0.71451
H 0.36508 1.65738 1.06677
H -0.54365 0.16439 1.75867
H 1.89874 -0.71053 1.45422
H 3.14488 -0.92480 0.18538
H 2.56622 0.65205 0.87079
H -2.48204 0.96689 2.36334
H -2.96018 0.38454 1.04429
O -3.19939 0.50112 1.95553
*
```

Kohn-Sham gap	8.784	eV
HOMO energy	-7.96	eV
E_tot	-328.265265	a.u.
lowest unoccupied orbital energy	0.828	eV
SMILES	CC(C)=C(C)N.O
strongest force on any atom	2.05	eV Å⁻¹
energy relative to the best compared isomer or geometry (same formula, charge and spin)	33.6	kcal/mol



[3]
The following is a quantum chemistry calculation of 2 unconnected molecules or ions with the total composition CH5N4, from the OMol25 dataset.

Geometry as ORCA input:
```
! RIJCOSX wB97M-V def2-TZVPD def2/J DEFGRID3
* xyz 1 1
C -0.34795 0.28807 -0.13677
N -1.60283 0.83654 0.23411
N -1.44475 -0.55104 -0.27487
N 0.80322 0.79510 -0.62873
N 1.03848 0.00234 0.53929
H -1.70832 0.91791 1.21863
H -2.01346 -0.70574 -1.09537
H 1.14587 0.07426 -1.83820
H 1.02046 0.68964 1.34661
H 1.25220 -1.06694 0.50482
*
```

Kohn-Sham gap	9.949	eV
HOMO energy	-15.14	eV
E_tot	-259.612656	a.u.
lowest unoccupied orbital energy	-5.188	eV
strongest force on any atom	7.52	eV Å⁻¹
energy relative to the best compared isomer or geometry (same formula, charge and spin)	124.9	kcal/mol



[4]
The following is a quantum chemistry calculation of a single C5H6O molecule, from the OMol25 dataset.

Geometry as ORCA input:
```
! RIJCOSX wB97M-V def2-TZVPD def2/J DEFGRID3
* xyz 0 1
C -1.30242 0.41986 -0.01652
C -0.96042 -1.08408 -0.22310
C 0.48147 -1.18773 -0.08614
C 1.21216 -0.23962 0.08449
C 2.25921 0.66945 0.25018
O 2.08216 1.86130 0.33434
H -1.57349 0.67014 1.01350
H -0.58714 1.24861 -0.30518
H -2.16105 0.58397 -0.63981
H -1.23302 -1.41187 -1.23028
H -1.45563 -1.70641 0.52685
H 3.23817 0.17638 0.29167
*
```

Kohn-Sham gap	10.309	eV
HOMO energy	-10.07	eV
E_tot	-269.224930	a.u.
lowest unoccupied orbital energy	0.239	eV
SMILES	CCC#CC=O
strongest force on any atom	2.23	eV Å⁻¹
energy relative to the best compared isomer or geometry (same formula, charge and spin)	76.1	kcal/mol



[5]
The following is a quantum chemistry calculation of a single C3H4O3 molecule, from the OMol25 dataset.

Geometry as ORCA input:
```
! RIJCOSX wB97M-V def2-TZVPD def2/J DEFGRID3
* xyz 0 1
C 0.13008 0.60272 1.42031
C -0.10085 -0.62187 -0.51605
C -0.03788 -0.27554 -1.96878
H 0.29268 -0.51457 1.96163
H -0.84997 0.92051 1.90214
H 0.75502 1.25256 2.19538
H -0.16395 0.85984 -2.42910
O 0.12692 0.58162 0.08399
O -0.12931 -1.65236 0.13368
O -0.02275 -1.15290 -2.78320
*
```

Kohn-Sham gap	9.972	eV
HOMO energy	-10.68	eV
E_tot	-342.344087	a.u.
lowest unoccupied orbital energy	-0.709	eV
SMILES	COC(=O)C=O
strongest force on any atom	8.76	eV Å⁻¹
energy relative to the best compared isomer or geometry (same formula, charge and spin)	70.2	kcal/mol



[6]
The following is a quantum chemistry calculation of a single C2H6N4 molecule, from the OMol25 dataset.

Geometry as ORCA input:
```
! RIJCOSX wB97M-V def2-TZVPD def2/J DEFGRID3
* xyz 0 1
C 0.60656 0.46726 1.02034
C 0.28608 -1.08620 -0.92900
N 0.04205 1.78458 0.85601
N -0.97866 1.68777 0.17780
N -1.25489 0.46329 -0.13423
N -0.24761 -0.53852 0.32671
H 1.75673 0.66000 0.86377
H 0.44007 0.18041 2.19847
H -0.56192 -1.63762 -1.31617
H 0.72991 -0.22289 -1.42169
H 1.02338 -1.92680 -0.70659
H -1.84171 0.16873 -0.93541
*
```

Kohn-Sham gap	9.413	eV
HOMO energy	-8.51	eV
E_tot	-298.689062	a.u.
lowest unoccupied orbital energy	0.905	eV
SMILES	CN1CN=NN1
strongest force on any atom	4.68	eV Å⁻¹
energy relative to the best compared isomer or geometry (same formula, charge and spin)	100.3	kcal/mol



[7]
The following is a quantum chemistry calculation of a single C3H2N2O2 molecule, from the OMol25 dataset.

Geometry as ORCA input:
```
! RIJCOSX wB97M-V def2-TZVPD def2/J DEFGRID3
* xyz 0 1
O -2.78312 -0.23833 -0.15264
C -2.03292 0.69782 0.01192
C -0.75846 0.59865 0.71837
N 0.35680 0.30770 0.31245
C 1.53074 -0.06770 0.04237
N 1.90289 -1.49064 0.26620
O 1.76012 -2.16257 -0.71562
H -2.30469 1.73864 -0.25721
H 2.32864 0.61643 -0.22584
*
```

Kohn-Sham gap (alpha / beta)	8.031 / 8.029	eV
HOMO energy (alpha / beta)	-8.98 / -8.98	eV
E_tot	-375.310367	a.u.
lowest unoccupied orbital energy (alpha / beta)	-0.947 / -0.948	eV
strongest force on any atom	0.77	eV Å⁻¹
energy relative to the best compared isomer or geometry (same formula, charge and spin)	126.2	kcal/mol